Entry 1:
35
Properties=species:S:1:pos:R:3:forces:R:3 method="wB97M-V/def2-TZVPD" charge=0 e_homo_ev=-7.84 smiles="Cc1ccc(SCCC(=O)NC(C)C)cc1" fmax_ev_per_a=0.7 de_lowest_kj_mol=0.0 orbital_gap_ev=8.56
S -1.263167 2.469396 1.831262 0.019 -0.043 0.208
O -0.301095 -1.850548 1.435855 -0.422 -0.249 -0.033
N 1.935362 -1.583361 1.326588 0.385 -0.194 -0.018
C 0.573801 0.390853 1.571092 -0.299 -0.234 -0.004
C -1.912487 3.545438 -0.551477 0.021 -0.066 0.062
C 0.672763 -1.127378 1.449049 0.352 0.609 0.041
C 2.896336 -3.189423 -0.241317 -0.259 -0.026 0.196
C -1.896375 1.145151 -0.553805 0.014 0.064 0.070
C -1.716456 2.342493 0.122364 0.132 -0.147 0.320
C 3.192868 -3.457526 2.249417 -0.292 0.016 -0.130
C -2.279228 3.545977 -1.880189 -0.016 -0.082 0.024
C -0.720813 0.788051 2.266916 -0.179 0.411 -0.378
C 2.265112 -2.983662 1.133974 0.080 -0.191 -0.058
C -2.258130 1.161792 -1.890593 -0.030 0.086 -0.121
C -2.851570 2.367104 -4.019191 -0.019 0.045 0.021
C -2.454058 2.352006 -2.574379 0.013 -0.070 0.004
H -1.774968 4.473590 -0.017358 0.031 0.144 0.013
H -1.517030 0.083382 2.026716 0.115 -0.007 0.118
H 1.312530 -3.519994 1.188462 0.168 0.091 -0.008
H 1.438437 0.796258 2.097888 0.013 0.023 -0.061
H 3.834872 -2.642625 -0.315087 0.128 0.051 -0.032
H -1.765825 0.193238 -0.064251 0.039 -0.104 0.109
H 2.731999 -3.292281 3.220008 -0.007 0.003 0.100
H 2.224923 -2.837855 -1.020771 -0.030 0.024 -0.092
H -0.596203 0.810277 3.349073 -0.075 -0.022 -0.008
H 2.703974 -0.931263 1.319781 -0.149 0.088 0.041
H -3.847740 2.794424 -4.131899 -0.059 0.001 -0.092
H -2.391939 0.220360 -2.404460 -0.019 -0.079 -0.083
H -2.859095 1.361287 -4.431521 -0.014 -0.037 -0.078
H 0.581561 0.790621 0.551832 0.053 -0.018 0.061
H -2.160973 2.978065 -4.599043 0.009 0.005 -0.102
H 3.397667 -4.518561 2.139045 0.091 -0.126 0.009
H 4.137387 -2.917299 2.213805 0.138 0.045 0.015
H -2.429304 4.486170 -2.391357 -0.014 0.111 -0.055
H 3.096861 -4.244159 -0.406429 0.081 -0.123 -0.060

---

Entry 2:
34
Properties=species:S:1:pos:R:3:forces:R:3 method="wB97M-V/def2-TZVPD" charge=0 e_homo_ev=-9.11 smiles="C/C=C/[P@](=O)(c1ccccc1)C(C)(C)C" fmax_ev_per_a=5.1 de_lowest_kj_mol=84.8 orbital_gap_ev=9.76
P 0.227917 0.063791 -0.635694 1.298 1.078 4.094
O 0.368635 0.189908 -2.075999 0.487 0.725 -1.962
C 3.219711 2.990078 0.288721 0.652 -0.847 -3.945
C -1.443946 0.361339 -0.087961 -1.917 -0.749 0.478
C 2.343899 -1.535383 -0.335946 -1.542 1.367 -2.120
C -2.374087 0.268326 -1.143503 2.504 0.252 -0.229
C -4.179107 0.761008 0.336748 5.009 -0.749 0.276
C -3.683647 0.474226 -0.951176 -2.140 0.871 1.608
C 0.048143 -2.613329 -1.144642 -0.164 -0.580 -0.206
C 0.790209 -1.648525 -0.110877 -0.005 0.213 -1.441
C 2.243800 1.990012 -0.286631 -0.379 0.015 3.370
C 1.301061 1.420629 0.497256 -1.045 -2.490 -2.369
C -1.942908 0.584984 1.239316 -0.073 0.782 -2.406
C 0.463889 -1.938695 1.305764 -3.567 -1.046 2.371
C -3.277372 0.868200 1.470244 -1.825 -0.245 -1.163
H 0.286551 -3.026765 1.473327 0.461 0.466 -0.286
H 0.073758 -2.150404 -2.140657 -0.610 0.381 0.388
H -1.262036 0.897057 1.965718 1.136 -0.178 1.343
H -3.610288 1.225513 2.483946 0.253 -0.511 -1.298
H 4.225184 2.700087 -0.141045 -0.829 0.804 0.800
H 2.831272 -2.491629 -0.137541 0.261 0.410 0.166
H 1.098300 1.429194 1.611874 0.491 0.575 -1.580
H -4.364912 0.637595 -1.784827 0.130 -0.429 0.081
H 2.660725 -0.594059 0.197320 0.312 -1.578 -0.122
H -0.603963 -1.541753 1.730121 2.398 -0.517 -1.339
H 1.177039 -1.654923 2.057510 0.595 0.435 0.064
H -1.013029 -2.910862 -0.832431 1.411 0.823 -0.376
H 0.524280 -3.578910 -1.462433 0.232 0.555 1.293
H 2.916929 3.969377 -0.034915 0.256 0.638 -0.822
H 2.457347 1.650498 -1.280187 -0.530 0.020 -0.585
H -1.998886 0.244680 -2.157334 0.204 -0.382 -0.013
H 2.408496 -1.239625 -1.460986 0.413 -0.813 1.743
H 3.202691 3.116464 1.294170 0.143 -0.450 3.240
H -5.115649 1.081912 0.252744 -4.021 1.155 0.949

---

Entry 3:
43
Properties=species:S:1:pos:R:3:forces:R:3 method="wB97M-V/def2-TZVPD" charge=0 e_homo_ev=-9.14 fmax_ev_per_a=4.9 orbital_gap_ev=7.73
O 4.488180 7.461439 -2.269620 -1.222 -1.312 0.445
O 2.047026 3.249823 2.145484 0.446 0.041 -1.480
O 3.284796 3.392030 -1.068191 -0.365 -0.997 1.276
O 1.900502 5.235954 -1.789296 0.515 0.441 -0.172
O 3.187000 1.499786 0.168104 -0.447 0.856 -0.081
O 2.352924 4.822438 0.547861 0.133 -1.426 0.328
O 4.048596 5.680964 -0.944488 -0.499 0.261 -0.579
O 1.860013 6.916774 -3.303115 0.925 -0.877 1.289
N 0.711621 -2.236139 -1.281484 -0.454 -1.418 1.195
C -3.845336 -3.791235 0.270647 -0.504 -0.456 0.365
C 2.420640 3.573462 1.029715 -1.892 2.643 3.640
C 2.428711 6.293158 -2.421648 -4.080 0.123 -2.442
C -1.936621 -3.960535 2.209375 -0.204 0.033 -1.025
C 1.220410 -0.799085 -1.521693 0.162 0.346 -0.345
C 3.744157 6.565797 -1.904378 4.370 1.827 0.919
C 0.135118 0.044618 -0.572686 0.886 -0.325 -0.997
C -3.248976 -3.099956 1.630706 -0.059 -0.418 1.148
C -2.035872 -0.995987 0.299317 0.235 0.730 1.037
C 0.503303 -2.279167 0.220044 1.495 1.494 3.634
C -2.982137 -1.487388 1.541340 -0.832 0.206 -0.535
C -0.418812 -0.984014 0.624550 0.179 1.145 -2.225
C 2.991265 2.697574 0.040010 1.868 -2.563 -3.029
B 2.896840 4.782984 -0.813389 0.066 0.700 -0.216
H -0.234917 -2.452876 -1.717594 1.728 0.267 0.186
H -1.081590 -3.251283 2.588881 -1.816 -1.402 -0.354
H -4.042385 -0.963039 1.383623 2.245 -1.179 0.300
H -0.131562 -0.497263 1.670011 -0.708 -1.464 -2.248
H -1.468837 -4.583585 1.309499 -1.001 1.154 1.944
H 1.166528 -0.573940 -2.691925 0.065 -0.356 2.769
H 1.430829 -3.009759 -1.410181 -1.272 1.286 -0.726
H -0.717057 0.251349 -1.382285 1.717 0.083 2.228
H 1.569585 -1.945024 0.639454 -2.139 -0.746 -0.898
H 2.337328 -0.848202 -1.177392 -2.201 0.558 -0.531
H -2.323181 -4.713318 3.029652 1.099 1.601 -1.631
H -5.019267 -3.746550 0.322478 2.313 -0.055 -0.262
H -2.566824 -1.034350 2.561540 -0.746 -1.184 -2.207
H 0.652113 0.982834 -0.088994 -1.179 -1.773 -1.370
H -4.085040 -3.251160 2.469892 1.790 0.454 -1.877
H -3.545975 -4.945585 0.245603 -0.633 2.575 0.022
H -2.325101 0.144953 0.095006 0.716 -2.529 0.444
H 0.356674 -3.304398 0.765241 -0.360 1.732 -1.814
H -3.518277 -3.290320 -0.734006 -0.459 -0.902 1.955
H -2.206391 -1.551779 -0.715671 0.119 0.825 1.921